Entry 1:
Formula: H5NP2S2
Source: the Open Molecules 2025 dataset
Level of theory: ωB97M-V/def2-TZVPD

Highest occupied orbital energy, eV: -8.402
Kohn-Sham gap, eV: 8.62
E_LUMO, Ha: 0.0079

Geometry as XYZ:
```
10
Properties=species:S:1:pos:R:3:forces:R:3
N 0.3404 0.8923 -0.4423 -1.7 -1.3 1.0
P -1.3662 0.7170 -0.8135 0.9 -0.2 0.1
P 1.1167 -0.4038 0.1764 -2.2 -0.2 1.5
S 2.8951 0.3263 -0.1253 2.4 0.4 -0.5
S -1.8628 -0.7797 0.6597 0.2 0.3 0.4
H 1.9245 1.2263 -0.6374 0.8 0.4 -0.3
H -1.8994 1.7335 -0.0189 0.1 0.6 0.2
H 1.1889 -0.9666 1.6180 -0.5 1.0 -1.8
H 0.5899 -1.5320 -0.4461 0.6 -0.4 -0.2
H -2.9271 -1.2134 0.0294 -0.6 -0.5 -0.4
```
Forces are in eV/Å.

Entry 2:
Formula: C13H21AlClF3NO9S2
Source: the Open Molecules 2025 dataset
Level of theory: ωB97M-V/def2-TZVPD

Highest occupied orbital energy, eV: -5.621
Kohn-Sham gap, eV: 7.26
E_LUMO, Ha: 0.0604
Charge: -1

Geometry as XYZ:
```
51
Properties=species:S:1:pos:R:3:forces:R:3
C 6.6831 -1.2358 2.0436 -8.9 -2.5 1.6
C 5.2954 -1.4585 2.2950 8.1 0.9 -1.2
C 3.7022 -1.8114 2.6585 1.7 0.5 -0.9
Al 3.6801 -3.8892 2.9066 -0.1 1.2 3.2
F 4.0937 -4.2302 4.7402 -0.5 0.2 -3.0
C 1.8523 -4.7323 2.5076 -2.2 0.1 -0.4
C 0.7083 -3.5140 2.4577 1.2 2.1 6.0
O 0.5836 -2.6877 3.5002 0.2 -5.1 -7.3
Cl -0.3806 -3.4184 0.9291 1.1 0.1 1.7
N 5.1379 -4.5567 1.8424 -2.4 -3.3 -2.3
C 4.8501 -4.5293 0.3577 5.3 -2.8 -3.6
O 5.7587 -4.9736 -0.5544 -7.0 3.2 6.0
F 3.5579 -3.9539 -0.1111 3.8 -1.4 1.9
C 5.6573 -5.8947 2.3197 8.6 -0.6 -0.5
O 7.0057 -6.0380 2.4342 -9.8 0.5 -0.4
F 4.8501 -7.0971 2.6336 1.5 4.0 -1.0
H 7.8255 -1.5304 1.8607 -3.3 0.8 0.5
H 3.0059 -1.6163 1.7222 1.6 0.1 1.9
H 3.3394 -1.2716 3.6360 0.8 -0.9 -2.1
H 1.8900 -5.3362 1.5032 -0.5 1.2 1.9
H 1.5032 -5.4408 3.4023 0.7 1.6 -1.9
O -3.5437 0.9218 -0.1196 0.8 0.2 0.8
S -2.6758 1.5113 0.8807 0.2 0.0 0.3
O -1.3160 1.0602 1.0796 -1.3 0.2 -0.4
O -3.4467 1.5092 2.3162 0.4 0.8 -1.1
C -3.9136 0.2708 2.8337 -0.1 -1.2 0.5
C -2.7723 -0.5825 3.3576 0.3 -0.1 -0.2
C -2.6422 3.2689 0.6345 -0.1 0.1 0.1
H -4.4966 -0.2672 2.0784 0.1 0.2 -0.1
H -4.5927 0.5031 3.6613 0.1 0.3 -0.3
H -2.1056 -0.8918 2.5473 -0.1 0.0 0.2
H -3.1523 -1.4865 3.8407 0.0 0.1 0.0
H -2.1680 -0.0196 4.0759 -0.1 -0.1 -0.1
H -3.6635 3.6336 0.5178 0.1 -0.1 0.0
H -2.0659 3.4685 -0.2724 -0.1 -0.2 0.1
H -2.1543 3.7368 1.4916 -0.1 -0.1 -0.1
O -3.1147 6.1740 -4.8054 0.4 -1.1 0.6
S -3.1150 4.8185 -4.2917 0.0 -0.3 -0.3
O -2.4036 4.4539 -3.0862 -0.4 0.6 -0.9
O -2.6810 3.8003 -5.4876 -1.1 0.5 0.9
C -1.4349 4.0093 -6.1377 1.2 0.1 -0.3
C -0.2686 3.5963 -5.2577 0.1 0.1 0.3
C -4.7975 4.2787 -4.1223 0.0 -0.2 -0.1
H -1.3385 5.0517 -6.4603 -0.2 -0.1 0.1
H -1.4351 3.3900 -7.0413 -0.4 0.1 0.2
H -0.1939 4.2368 -4.3740 0.0 -0.1 -0.2
H 0.6757 3.6693 -5.8035 -0.1 0.0 0.0
H -0.3984 2.5693 -4.9021 0.0 0.1 -0.1
H -5.3426 4.5135 -5.0376 0.1 0.0 0.1
H -5.2364 4.8130 -3.2760 0.2 0.0 -0.1
H -4.8063 3.2052 -3.9250 0.1 0.2 0.0
```
Forces are in eV/Å.

Entry 3:
Formula: H13O6
Source: the Open Molecules 2025 dataset
Level of theory: ωB97M-V/def2-TZVPD

Highest occupied orbital energy, eV: -15.130
Kohn-Sham gap, eV: 11.87
E_LUMO, Ha: -0.1199
Charge: +1

Geometry as XYZ:
```
19
Properties=species:S:1:pos:R:3:forces:R:3
O 4.6010 47.0250 13.4360 1.7 -1.5 -3.0
H 3.7950 46.4590 13.2030 0.1 0.2 0.2
H 5.3990 46.3120 13.5990 -1.7 2.1 0.4
H 4.8420 47.4800 12.4780 -0.2 -0.5 2.4
O 3.6890 44.2110 13.3840 3.4 2.6 1.9
H 3.0710 43.5000 13.3480 -0.3 -1.0 0.9
H 4.3480 44.3090 14.2080 -3.0 -1.5 -2.6
O 6.6310 45.9530 14.7890 1.0 -1.4 -4.7
H 6.6530 45.7610 15.6680 -0.5 -0.2 4.5
H 7.1840 45.1790 14.4850 -0.6 1.3 -0.2
O 5.8200 48.7590 11.5340 0.0 -2.2 -1.0
H 5.8690 48.3060 10.6590 0.0 -0.2 1.0
H 5.7320 49.6300 11.2100 -0.3 2.1 0.2
O 4.5000 46.4570 10.3770 -1.5 1.5 4.1
H 4.8870 46.1770 9.6140 1.3 -1.2 -3.6
H 3.6730 46.9260 10.2210 0.3 -0.3 -0.6
O 1.9010 46.5540 12.4910 -0.2 3.2 4.2
H 1.6500 47.5330 12.7480 0.5 -2.8 0.1
H 1.8560 46.7120 11.6030 -0.2 -0.3 -4.2
```
Forces are in eV/Å.

Number 1: calculated total energy -41817.527 eV. Number 2: calculated total energy -82677.277 eV. Number 3: calculated total energy -12488.193 eV.